Density functional theory data (ωB97M-V/def2-TZVPD) for a molecular structure, C42H46BCsN12O at a distorted geometry.

```
103
Properties=species:S:1:pos:R:3:lowdin_spin:R:1
Cs -0.853 0.041 -0.410 -0.001
C -3.467 1.245 3.548 0.000
C -3.689 0.012 2.912 0.000
N -3.846 0.151 1.628 0.000
N -3.862 1.516 1.405 0.000
C -3.638 2.185 2.586 0.000
B -4.059 2.146 0.057 0.000
N -4.615 1.097 -0.978 0.000
C -5.878 1.026 -1.362 0.000
C -5.959 -0.045 -2.250 0.000
C -4.643 -0.534 -2.306 0.000
N -3.806 0.167 -1.572 0.000
N -2.722 2.738 -0.466 0.000
C -2.378 2.883 -1.753 0.000
C -1.058 3.328 -1.773 0.000
C -0.754 3.476 -0.415 0.000
N -1.726 3.105 0.358 0.000
N -5.015 3.367 0.122 0.000
C -4.803 4.545 -0.473 0.000
C -5.830 5.403 -0.146 0.000
C -6.576 4.641 0.803 0.000
N -6.071 3.425 0.951 0.000
H -3.298 1.404 4.590 0.000
H -3.587 -0.917 3.404 0.000
H -3.577 3.270 2.645 0.000
H -6.620 1.613 -0.892 0.000
H -6.890 -0.324 -2.713 0.000
H -4.245 -1.255 -3.021 0.000
H -3.008 2.525 -2.585 0.000
H -0.383 3.510 -2.681 0.000
H 0.227 3.640 0.042 0.000
H -4.024 4.787 -1.112 0.000
H -5.969 6.268 -0.742 0.000
H -7.515 4.758 1.360 0.000
C 2.078 1.374 1.895 0.012
N 0.866 1.128 2.759 0.090
C 0.128 2.317 3.100 0.008
C 0.942 0.167 3.679 0.098
C 0.709 0.332 5.028 -0.008
C 0.785 -0.634 6.024 0.146
C 1.233 -1.904 5.592 -0.011
C 1.368 -2.174 4.223 0.127
C 1.219 -1.188 3.208 0.028
N 1.065 -1.468 1.950 0.339
C 1.728 -2.601 1.422 0.009
C 3.129 -2.745 1.660 0.039
C 3.786 -3.735 0.953 -0.007
C 3.173 -4.580 0.036 0.041
C 1.839 -4.439 -0.099 -0.003
C 1.032 -3.515 0.550 0.037
N -0.333 -3.286 0.346 0.021
C -1.076 -3.285 1.623 0.011
C -1.149 -3.825 -0.732 0.002
H 1.772 2.000 0.980 0.000
H 2.519 0.443 1.570 0.002
H 2.835 1.882 2.479 0.002
H 0.510 2.862 3.974 0.004
H -0.907 1.968 3.298 0.001
H 0.001 3.066 2.310 0.001
H 0.532 1.272 5.523 -0.004
H 0.760 -0.392 7.156 0.007
H 1.407 -2.830 6.157 -0.004
H 1.342 -3.187 3.865 0.005
H 3.632 -2.130 2.320 0.001
H 4.852 -3.767 1.096 -0.001
H 3.784 -5.111 -0.664 0.003
H 1.397 -5.149 -0.755 -0.001
H -0.833 -4.223 2.130 0.001
H -2.148 -3.258 1.365 0.000
H -0.745 -2.386 2.133 0.003
H -1.388 -4.893 -0.646 0.001
H -0.723 -3.560 -1.706 0.000
H -2.178 -3.449 -0.657 0.000
C -1.009 -1.914 -4.101 0.000
O -0.350 -1.531 -2.947 0.000
H -0.438 -2.442 -4.829 0.000
H -1.426 -1.053 -4.651 0.000
H -1.989 -2.583 -4.015 0.000
H 0.899 -0.406 -2.959 0.000
N 1.409 0.106 -2.237 0.000
C 2.703 0.152 -2.500 0.000
C 3.616 0.613 -1.386 0.000
C 3.751 1.973 -1.025 0.000
C 4.559 2.441 -0.032 0.000
C 5.305 1.452 0.679 0.000
C 5.186 0.142 0.374 0.000
C 4.365 -0.310 -0.715 0.000
C 3.367 -0.424 -3.692 0.000
C 2.679 -1.387 -4.377 0.000
C 3.255 -1.987 -5.463 0.000
C 4.560 -1.793 -5.724 0.000
C 5.334 -0.777 -5.069 0.000
C 4.674 -0.033 -4.108 0.000
H 3.180 2.802 -1.529 0.000
H 4.552 3.502 0.249 0.000
H 5.858 1.728 1.560 0.000
H 5.737 -0.518 1.016 0.000
H 4.285 -1.400 -0.969 0.000
H 1.679 -1.778 -4.033 0.000
H 2.761 -2.752 -6.017 0.000
H 5.106 -2.241 -6.514 0.000
H 6.348 -0.634 -5.313 0.000
H 5.241 0.754 -3.579 0.000
```

Net charge = -1
ΔE to the lowest compared entry with this formula, charge and spin = 104.2 kJ/mol
Multiplicity = 2
DFT total energy = -2405.3578 a.u.
Lowest unoccupied orbital energy (spin up / spin down) = 1.89 / 0.60 eV